Here is a 2-piece molecular cluster, C25H45N4O5S2 overall in a non-equilibrium geometry from the Open Molecules 2025 dataset. Energies are from the ωB97M-V functional and the def2-TZVPD basis.

Bonds (Å) are listed after each position.
Element x y z (Å)
1 H -2.652 6.712 2.452  C13 1.094
2 H -1.962 -1.890 2.740  C40 1.096
3 H -2.221 3.013 -1.802  C10 1.096
4 C -1.175 -2.062 -2.509  C12 1.346, H30 1.085, C66 1.398
5 H -1.699 -0.818 0.287  N61 1.016
6 C -1.513 -4.059 2.679  H15 1.086, C40 1.544, H73 1.094, H80 1.098
7 C -2.670 -0.201 -1.904  O27 1.211, C66 1.522, O71 1.360
8 C -1.227 3.110 2.905  H23 1.094, H29 1.095, H32 1.097, C77 1.546
9 H -4.299 -6.896 -1.547  C76 1.086
10 C -1.712 3.134 -0.839  H3 1.096, H18 1.093, C24 1.554, S65 1.817
11 O 2.262 0.068 -2.661  C50 1.474, C74 1.340
12 C -0.001 -2.638 -2.828  C4 1.346, N36 1.341, H79 1.083
13 C -1.639 6.745 2.039  H1 1.094, N37 1.486, C38 1.565, H64 1.096
14 H 4.796 0.237 -2.548  C47 1.094
15 H -1.644 -4.909 2.016  C6 1.086
16 H -1.417 7.938 3.890  C38 1.093
17 H 6.715 -1.331 -2.894  C44 1.095
18 H -2.486 2.928 -0.095  C10 1.093
19 O -1.896 -5.779 -0.132  N41 1.218
20 H 6.077 0.558 -0.180  C69 1.092
21 H -3.836 -8.068 -0.274  C76 1.086
22 H 4.997 1.839 -0.769  C69 1.094
23 H -1.819 2.578 3.655  C8 1.094
24 C -0.588 2.074 -0.670  C10 1.554, H54 1.097, C55 1.560, H70 1.090
25 H -2.646 4.687 3.121  C77 1.096
26 H -0.338 8.470 2.527  C38 1.093
27 O -3.542 -0.411 -2.718  C7 1.211
28 C -3.662 -1.360 0.729  C45 1.539, H46 1.099, H59 1.099, N61 1.462
29 H -0.832 2.453 2.123  C8 1.095
30 H -2.082 -2.658 -2.490  C4 1.085
31 H 6.050 -1.604 0.653  C39 1.095
32 H -0.372 3.532 3.447  C8 1.097
33 H 4.273 -1.674 0.706  C39 1.097
34 H 2.658 0.624 -0.681  C50 1.098
35 H 7.011 -2.535 -1.644  C44 1.099
36 N 1.096 -1.866 -2.845  C12 1.341, H72 1.017, C74 1.333
37 N -1.041 5.385 1.999  C13 1.486, C48 1.415, C77 1.473
38 C -0.813 7.626 3.035  C13 1.565, H16 1.093, H26 1.093, H57 1.095
39 C 5.160 -1.975 0.135  H31 1.095, H33 1.097, C42 1.550, H67 1.097
40 C -1.875 -2.712 2.019  H2 1.096, C6 1.544, C45 1.544, H78 1.108
41 N -3.055 -6.143 -0.044  O19 1.218, O43 1.212, C76 1.489
42 C 5.142 -1.526 -1.349  C39 1.550, C44 1.547, C47 1.560, H56 1.103
43 O -3.893 -5.671 0.693  N41 1.212
44 C 6.615 -1.525 -1.821  H17 1.095, H35 1.099, C42 1.547, H81 1.093
45 C -3.115 -2.750 1.098  C28 1.539, C40 1.544, H53 1.095, H60 1.098
46 H -4.409 -1.476 -0.069  C28 1.099
47 C 4.498 -0.121 -1.558  H14 1.094, C42 1.560, C50 1.539, C69 1.562
48 C -0.326 5.151 0.800  N37 1.415, S52 1.622, S65 1.817
49 H -0.579 2.094 -2.911  C55 1.096
50 C 2.969 -0.156 -1.388  O11 1.474, H34 1.098, C47 1.539, H75 1.099
51 H 0.964 1.894 -2.137  C55 1.097
52 S 1.294 5.205 0.845  C48 1.622
53 H -2.989 -3.343 0.186  C45 1.095
54 H 0.222 2.573 -0.124  C24 1.097
55 C -0.089 1.594 -2.068  C24 1.560, H49 1.096, H51 1.097, C62 1.522
56 H 4.634 -2.321 -1.918  C42 1.103
57 H -0.013 6.997 3.439  C38 1.095
58 H 4.472 0.654 0.501  C69 1.094
59 H -4.222 -0.964 1.588  C28 1.099
60 H -3.912 -3.252 1.662  C45 1.098
61 N -2.618 -0.395 0.386  H5 1.016, C28 1.462, O71 1.419
62 C -0.106 0.090 -2.298  C55 1.522, C66 1.403, C74 1.381
63 H -2.666 4.045 1.488  C77 1.098
64 H -1.695 7.203 1.046  C13 1.096
65 S -1.109 4.848 -0.812  C10 1.817, C48 1.817
66 C -1.269 -0.694 -2.237  C4 1.398, C7 1.522, C62 1.403
67 H 5.220 -3.069 0.185  C39 1.097
68 H -2.648 -7.585 -1.520  C76 1.084
69 C 5.041 0.802 -0.422  H20 1.092, H22 1.094, C47 1.562, H58 1.094
70 H -0.894 1.228 -0.054  C24 1.090
71 O -2.968 0.412 -0.727  C7 1.360, N61 1.419
72 H 1.987 -2.291 -3.089  N36 1.017
73 H -2.068 -4.144 3.617  C6 1.094
74 C 1.077 -0.556 -2.597  O11 1.340, N36 1.333, C62 1.381
75 H 2.699 -1.114 -0.921  C50 1.099
76 C -3.492 -7.266 -0.920  H9 1.086, H21 1.086, N41 1.489, H68 1.084
77 C -2.000 4.314 2.318  C8 1.546, H25 1.096, N37 1.473, H63 1.098
78 H -1.012 -2.453 1.375  C40 1.108
79 H 0.082 -3.691 -3.069  C12 1.083
80 H -0.441 -4.011 2.917  C6 1.098
81 H 7.233 -0.854 -1.219  C44 1.093

Values from the calculation:
Total charge = +1

Here is one molecule with the formula C22H27N3O7S from the Open Molecules 2025 dataset. Energies are from the ωB97M-V functional and the def2-TZVPD basis.

Bonds (Å) are listed after each position.
Element x y z (Å)
1 O 7.629 -2.555 0.711  S30 1.434
2 H -6.217 -2.430 -1.799  C10 1.097
3 H 5.386 1.560 2.310  C54 1.078
4 H -4.804 3.196 -1.895  C38 1.089
5 H -1.650 -1.307 1.540  C45 1.078
6 O -7.839 -0.298 -1.625  C14 1.411, C24 1.410
7 H 3.528 2.784 2.881  C43 1.088
8 C 4.977 -0.339 -1.022  H12 1.078, C42 1.382, C48 1.381
9 N -6.369 -1.875 0.184  C10 1.446, C13 1.451, C21 1.346
10 C -5.863 -1.622 -1.147  H2 1.097, N9 1.446, C14 1.534, H44 1.086
11 H -3.141 2.896 -2.459  C38 1.094
12 H 4.882 -0.900 -1.937  C8 1.078
13 C -7.820 -1.895 0.207  N9 1.451, C24 1.533, H29 1.094, H58 1.090
14 C -6.429 -0.286 -1.646  O6 1.411, C10 1.534, H56 1.091, H57 1.099
15 H -3.679 -2.366 0.758  C34 1.100
16 C 1.029 2.117 -0.136  N18 1.354, C41 1.489, O51 1.218
17 O -6.227 -1.984 2.426  C21 1.216
18 N 1.960 1.973 0.837  C16 1.354, C25 1.453, H31 1.007
19 H -1.285 2.882 -1.023  C39 1.078
20 C 6.104 -0.025 1.081  H28 1.078, C48 1.378, C54 1.386
21 C -5.695 -1.808 1.347  N9 1.346, O17 1.216, C34 1.533
22 H 3.377 1.025 -1.426  C42 1.080
23 H -3.824 -1.466 2.296  C34 1.097
24 C -8.333 -0.554 -0.330  O6 1.410, C13 1.533, H33 1.100, H55 1.091
25 C 3.293 2.543 0.740  N18 1.453, C40 1.516, C43 1.524, H50 1.098
26 C -0.359 0.229 0.823  C41 1.385, C45 1.388, H47 1.080
27 C -2.642 1.384 -0.287  C39 1.380, O49 1.360, C53 1.415
28 H 6.869 -0.349 1.767  C20 1.078
29 H -8.175 -2.712 -0.430  C13 1.094
30 S 7.052 -2.042 -0.498  O1 1.434, N35 1.686, O37 1.434, C48 1.779
31 H 1.755 1.415 1.650  N18 1.007
32 H 9.153 -1.298 -0.877  N35 1.007
33 H -8.022 0.248 0.357  C24 1.100
34 C -4.189 -1.533 1.264  H15 1.100, C21 1.533, H23 1.097, O52 1.411
35 N 8.261 -1.218 -1.336  S30 1.686, H32 1.007, H59 1.007
36 H 4.580 3.825 1.905  C43 1.086
37 O 6.413 -2.944 -1.412  S30 1.434
38 C -3.777 3.022 -1.578  H4 1.089, H11 1.094, H46 1.094, O49 1.409
39 C -1.406 1.976 -0.453  H19 1.078, C27 1.380, C41 1.397
40 C 4.279 1.422 0.473  C25 1.516, C42 1.395, C54 1.390
41 C -0.260 1.414 0.113  C16 1.489, C26 1.385, C39 1.397
42 C 4.144 0.724 -0.727  C8 1.382, H22 1.080, C40 1.395
43 C 3.589 3.385 1.976  H7 1.088, C25 1.524, H36 1.086, H60 1.087
44 H -4.778 -1.593 -1.167  C10 1.086
45 C -1.594 -0.381 0.991  H5 1.078, C26 1.388, C53 1.384
46 H -3.426 3.881 -0.998  C38 1.094
47 H 0.518 -0.258 1.223  C26 1.080
48 C 5.950 -0.700 -0.111  C8 1.381, C20 1.378, S30 1.779
49 O -3.814 1.851 -0.797  C27 1.360, C38 1.409
50 H 3.260 3.192 -0.144  C25 1.098
51 O 1.225 2.791 -1.131  C16 1.218
52 O -3.996 -0.318 0.574  C34 1.411, C53 1.359
53 C -2.739 0.187 0.461  C27 1.415, C45 1.384, O52 1.359
54 C 5.263 1.037 1.375  H3 1.078, C20 1.386, C40 1.390
55 H -9.421 -0.560 -0.413  C24 1.091
56 H -6.141 -0.109 -2.683  C14 1.091
57 H -6.036 0.521 -1.012  C14 1.099
58 H -8.147 -2.055 1.234  C13 1.090
59 H 8.314 -1.511 -2.298  N35 1.007
60 H 2.859 4.187 2.049  C43 1.087

Values from the calculation:
SMILES = COc1cc(C(=O)N[C@@H](C)c2ccc(S(N)(=O)=O)cc2)ccc1OCC(=O)N1CCOCC1
Total charge = 0
Energy above the lowest of the compared OMol25 structures with the same formula, charge and spin = 178.3 kJ/mol

Here is one molecule with the formula C20H21N3O4S in a non-equilibrium geometry from the Open Molecules 2025 dataset. Energies are from the ωB97M-V functional and the def2-TZVPD basis.

Bonds (Å) are listed after each position.
Element x y z (Å)
1 C -4.371 1.450 0.453  O5 1.200, O38 1.330, C46 1.532
2 C -1.334 -0.130 -0.380  O19 1.214, C28 1.454, N40 1.391
3 C 2.041 -0.667 -0.497  N16 1.360, C34 1.393, C47 1.479
4 S -2.538 -2.287 -1.328  C13 1.777, C28 1.769
5 O -5.214 2.300 0.524  C1 1.200
6 C 4.633 -2.146 1.613  H8 1.090, H24 1.086, C35 1.486, H43 1.090
7 O -4.585 -0.632 -1.608  C13 1.198
8 H 4.793 -1.417 2.408  C6 1.090
9 C -6.592 -0.536 1.311  H17 1.087, H44 1.086, H45 1.087, C49 1.521
10 H 0.992 0.003 -2.205  C47 1.088
11 C -3.495 2.306 -1.744  H23 1.086, H33 1.087, C46 1.525, H48 1.087
12 H 6.702 1.325 -2.161  C42 1.082
13 C -3.446 -0.761 -1.258  S4 1.777, O7 1.198, N40 1.367
14 C 2.235 -2.558 0.729  H27 1.071, C34 1.428, C35 1.360
15 H -0.062 -3.331 -0.543  C39 1.084
16 N 3.269 -0.711 0.088  C3 1.360, C29 1.412, C35 1.380
17 H -6.968 0.152 0.559  C9 1.087
18 H 4.903 -0.410 -2.012  C25 1.079
19 O -0.600 0.657 0.181  C2 1.214
20 C 5.572 2.081 0.765  C22 1.387, N32 1.321, H37 1.082
21 H 3.950 1.169 1.854  C22 1.079
22 C 4.544 1.169 0.954  C20 1.387, H21 1.079, C29 1.390
23 H -3.931 3.262 -1.471  C11 1.086
24 H 4.559 -3.133 2.060  C6 1.086
25 C 5.070 0.292 -1.210  H18 1.079, C29 1.391, C42 1.387
26 H 2.543 0.828 -1.931  C47 1.088
27 H 2.005 -3.492 1.201  C14 1.071
28 C -1.071 -1.523 -0.700  C2 1.454, S4 1.769, C39 1.355
29 C 4.290 0.253 -0.059  N16 1.412, C22 1.390, C25 1.391
30 H 1.132 1.195 -0.922  C47 1.093
31 H -5.748 1.052 2.514  C49 1.095
32 N 6.315 2.123 -0.326  C20 1.321, C42 1.321
33 H -2.600 2.471 -2.339  C11 1.087
34 C 1.346 -1.807 -0.099  C3 1.393, C14 1.428, C39 1.424
35 C 3.389 -1.850 0.856  C6 1.486, C14 1.360, N16 1.380
36 H -2.356 2.052 0.084  C46 1.100
37 H 5.810 2.815 1.523  C20 1.082
38 O -4.328 0.347 1.194  C1 1.330, C49 1.431
39 C 0.044 -2.255 -0.462  H15 1.084, C28 1.355, C34 1.424
40 N -2.630 0.213 -0.753  C2 1.391, C13 1.367, C46 1.452
41 H -5.044 -0.565 2.836  C49 1.092
42 C 6.067 1.252 -1.287  H12 1.082, C25 1.387, N32 1.321
43 H 5.503 -2.121 0.957  C6 1.090
44 H -7.392 -0.780 2.004  C9 1.086
45 H -6.258 -1.443 0.812  C9 1.087
46 C -3.153 1.537 -0.472  C1 1.532, C11 1.525, H36 1.100, N40 1.452
47 C 1.666 0.401 -1.449  C3 1.479, H10 1.088, H26 1.088, H30 1.093
48 H -4.221 1.748 -2.330  C11 1.087
49 C -5.437 0.103 2.066  C9 1.521, H31 1.095, O38 1.431, H41 1.092

Values from the calculation:
SMILES = CCOC(=O)[C@H](C)N1C(=O)S/C(=C/c2cc(C)n(-c3ccncc3)c2C)C1=O
Total charge = 0
Energy above the lowest of the compared OMol25 structures with the same formula, charge and spin = 112.2 kJ/mol

E_tot per entry: -64510.441 -52890.032 -44577.554 eV
HOMO-LUMO gap per entry: 5.67 9.18 7.87 eV